Density functional theory data (ωB97M-V/def2-TZVPD) for a molecular structure, C23H41NO2P2Rh.

Element x y z (Å)
Rh 1.547 -0.983 1.273
C -0.259 -1.132 2.344
C -0.038 -2.266 1.497
C 1.639 -2.214 3.093
C 0.756 -1.130 3.355
C 1.183 -2.903 1.917
C -1.363 -0.147 2.291
H -2.018 -0.284 1.431
H -0.920 0.852 2.267
H -1.957 -0.184 3.205
C 0.848 -0.113 4.441
H -0.142 0.089 4.861
H 1.266 0.832 4.068
H 1.485 -0.482 5.242
C 2.864 -2.559 3.892
H 2.681 -2.345 4.955
H 3.737 -1.970 3.561
H 3.074 -3.628 3.778
C 1.895 -4.109 1.359
H 2.378 -4.657 2.174
H 2.695 -3.768 0.683
H 1.216 -4.799 0.846
C -1.115 -2.835 0.613
H -0.719 -3.573 -0.084
H -1.609 -2.021 0.072
H -1.891 -3.348 1.204
C -2.950 4.347 -0.051
C -4.013 3.592 -0.356
C -4.243 2.637 -1.505
C -3.068 2.235 -2.435
C -2.211 1.272 -1.646
C -1.346 1.841 -0.690
C -0.741 3.197 -0.615
C -1.655 4.440 -0.804
H -5.083 2.992 -2.130
H -2.519 3.065 -2.912
H -4.605 1.693 -1.050
H -1.787 4.694 -1.870
H -3.012 5.044 0.808
H -4.860 3.642 0.354
H -1.089 5.245 -0.313
H -0.214 3.292 0.365
H -1.258 1.268 0.240
H 0.071 3.255 -1.358
H -3.498 1.667 -3.274
H -2.832 0.385 -1.431
P -0.313 0.508 -2.137
C -0.081 1.694 -3.555
C -0.865 -0.851 -3.245
P 2.091 -1.250 -0.756
C 1.436 0.195 -1.743
C 1.363 -2.713 -1.507
C 3.923 -1.224 -1.007
H 0.380 2.646 -3.284
H -1.007 1.902 -4.117
H 0.585 1.222 -4.293
H -0.871 -0.494 -4.285
H -1.867 -1.199 -2.981
H -0.177 -1.696 -3.247
H 4.221 -1.379 -2.055
H 4.349 -2.037 -0.394
H 4.366 -0.272 -0.646
H 1.827 1.116 -1.280
H 1.912 0.082 -2.738
H 1.272 -3.443 -0.701
H 1.986 -3.155 -2.291
H 0.351 -2.582 -1.903
O 3.617 0.155 1.837
N 3.198 1.302 1.545
O 1.987 1.346 1.118

Charge: +1
Multiplicity: 5
HOMO energy (alpha / beta) in eV: -7.97 / -11.05

Need the Löwdin charges? In units of e they are: Rh 1.079; C -0.304; C -0.321; C -0.258; C -0.235; C -0.316; C -0.014; H 0.079; H 0.092; H 0.105; C 0.013; H 0.099; H 0.104; H 0.086; C 0.002; H 0.093; H 0.098; H 0.080; C -0.021; H 0.087; H 0.080; H 0.097; C 0.000; H 0.069; H 0.079; H 0.113; C -0.112; C -0.106; C -0.177; C -0.200; C -0.349; C -0.284; C -0.201; C -0.190; H 0.118; H 0.103; H 0.112; H 0.109; H 0.108; H 0.107; H 0.107; H 0.119; H 0.060; H 0.085; H 0.113; H 0.111; P 0.836; C -0.199; C -0.231; P 0.759; C -0.455; C -0.226; C -0.208; H 0.047; H 0.060; H 0.055; H 0.048; H 0.048; H 0.008; H 0.062; H 0.052; H 0.055; H 0.049; H 0.067; H -0.006; H 0.079; H 0.024; O -0.168; N -0.169; O -0.208

***

Density functional theory data (ωB97M-V/def2-TZVPD) for 4 unconnected molecules or ions with the total composition C23H42BO8PS.

Element x y z (Å)
C -4.838 -0.423 -2.946
C -4.352 -1.004 -1.766
B -2.976 -1.807 -1.941
C -1.585 -1.100 -1.495
C -0.806 -0.699 -2.805
C 0.761 -0.832 -2.736
C 1.293 -2.167 -2.078
C 2.198 -1.918 -0.794
C 1.438 -1.396 0.485
C 1.176 0.155 0.523
C 0.508 0.633 1.892
C -0.767 -0.198 2.277
P -3.095 -3.571 -2.717
O -2.244 -4.740 -1.862
O -2.542 -3.553 -4.333
S -4.976 -4.125 -2.833
H -4.992 0.677 -2.971
H -5.116 -1.054 -3.819
H -4.846 -0.955 -0.773
H -1.065 -1.844 -0.845
H -1.864 -0.207 -0.894
H -1.025 0.390 -2.977
H -1.175 -1.214 -3.730
H 1.115 -0.845 -3.805
H 1.275 0.051 -2.281
H 1.979 -2.680 -2.804
H 0.449 -2.867 -1.874
H 3.106 -1.313 -1.042
H 2.581 -2.940 -0.523
H 0.514 -1.992 0.707
H 2.126 -1.605 1.354
H 0.497 0.516 -0.283
H 2.166 0.681 0.457
H 0.149 1.673 1.682
H 1.242 0.696 2.725
H -1.463 -0.376 1.430
H -1.336 0.393 3.041
H -0.461 -1.179 2.715
H -2.309 -5.549 -2.395
H -1.621 -3.243 -4.324
O -3.143 1.180 0.684
C -3.840 1.493 1.607
O -3.434 2.313 2.607
C -4.460 2.399 3.607
C -5.741 2.015 2.896
C -5.249 1.018 1.861
H -4.213 1.709 4.419
H -4.498 3.412 4.006
H -6.503 1.616 3.565
H -6.161 2.890 2.392
H -5.213 0.001 2.259
H -5.843 1.053 0.950
O 5.259 -4.446 -1.590
C 5.814 -3.763 -0.779
O 5.317 -2.584 -0.324
C 6.273 -1.966 0.551
C 7.157 -3.096 1.037
C 7.158 -4.039 -0.152
H 6.831 -1.216 -0.017
H 5.751 -1.471 1.370
H 8.151 -2.765 1.339
H 6.691 -3.587 1.895
H 7.941 -3.791 -0.871
H 7.238 -5.080 0.155
O 1.556 3.694 2.421
C 1.266 4.678 1.804
O 1.789 5.906 2.055
C 1.151 6.880 1.215
C 0.592 6.094 0.047
C 0.255 4.759 0.688
H 0.369 7.379 1.793
H 1.883 7.623 0.898
H -0.257 6.581 -0.432
H 1.368 5.952 -0.710
H -0.749 4.754 1.118
H 0.375 3.932 -0.009

Multiplicity: 1
HOMO energy in eV: -7.89
SMILES string: C=CB(CCCCCCCCC)P(O)(O)=S.O=C1CCCO1.O=C1CCCO1.O=C1CCCO1

Need the Löwdin charges? In units of e they are: C 0.003; C -0.140; B -0.356; C -0.155; C -0.191; C -0.195; C -0.187; C -0.202; C -0.205; C -0.203; C -0.235; C -0.118; P 0.342; O -0.257; O -0.267; S 0.251; H 0.063; H 0.066; H 0.093; H 0.087; H 0.077; H 0.120; H 0.092; H 0.105; H 0.099; H 0.107; H 0.097; H 0.107; H 0.100; H 0.098; H 0.113; H 0.087; H 0.112; H 0.080; H 0.105; H 0.046; H 0.067; H 0.071; H 0.061; H 0.042; O 0.104; C -0.481; O 0.023; C -0.156; C -0.159; C -0.078; H 0.129; H 0.126; H 0.119; H 0.121; H 0.137; H 0.126; O 0.124; C -0.486; O 0.005; C -0.156; C -0.162; C -0.079; H 0.128; H 0.127; H 0.117; H 0.121; H 0.133; H 0.127; O 0.121; C -0.482; O 0.028; C -0.164; C -0.162; C -0.079; H 0.127; H 0.125; H 0.117; H 0.120; H 0.135; H 0.126

***

Density functional theory data (ωB97M-V/def2-TZVPD) for a molecular structure, C23H42BaCl3N2O4Si.

Element x y z (Å)
C 4.190 -0.648 -0.142
C 3.987 0.490 0.782
H 5.054 -0.483 -0.794
H 3.293 -0.833 -0.764
H 4.365 -1.567 0.445
C 4.791 1.524 1.024
C 6.132 1.725 0.425
H 4.486 2.288 1.747
H 6.402 0.970 -0.330
H 6.913 1.709 1.205
H 6.204 2.718 -0.049
Ba 0.042 -0.118 -0.053
Cl 0.078 -2.030 1.760
Cl 0.971 -1.545 -2.013
H -5.343 -1.441 -0.894
H -4.478 -3.904 -0.985
C -4.480 -1.180 -1.527
C -3.664 -3.535 -1.613
N -3.446 -2.195 -1.326
H -4.125 -0.171 -1.282
C -2.256 -1.794 -0.900
O -2.266 -0.535 -0.806
H -2.746 -4.103 -1.401
H -1.433 -2.517 -0.739
H -4.803 -1.219 -2.579
H -3.927 -3.643 -2.669
H 3.209 1.496 -1.934
H 3.320 3.656 -0.614
C 2.307 1.864 -2.461
C 2.476 4.006 -1.232
N 1.673 2.887 -1.643
H 1.619 1.024 -2.632
C 0.444 2.745 -1.136
O -0.340 1.879 -1.540
H 1.856 4.703 -0.641
H 0.116 3.515 -0.420
H 2.615 2.321 -3.419
H 2.863 4.527 -2.120
O 2.043 1.091 0.549
C 2.685 0.419 1.539
C 1.944 2.619 2.595
C 2.435 1.317 2.716
H 1.631 2.993 1.619
C 1.873 3.412 3.740
H 2.401 -0.596 1.744
C 2.814 0.790 3.937
H 1.505 4.434 3.654
C 2.263 2.903 4.981
C 2.729 1.583 5.071
H 3.180 -0.237 3.980
H 2.204 3.525 5.875
H 3.027 1.173 6.034
Si 1.587 -4.278 -5.967
Cl 3.630 -3.975 -5.989
C 0.784 -2.771 -6.736
C 1.066 -4.503 -4.191
C 1.233 -5.820 -6.981
H 1.033 -1.864 -6.162
H -0.313 -2.876 -6.752
H 1.129 -2.625 -7.772
H 1.580 -5.698 -8.020
H 0.152 -6.034 -7.006
H 1.745 -6.697 -6.553
H 1.309 -3.606 -3.591
H 1.575 -5.368 -3.737
H -0.022 -4.671 -4.116
C -2.937 2.122 2.256
C -2.636 0.703 2.137
C -3.253 -0.475 2.717
O -1.633 0.542 1.470
H -3.745 2.177 2.920
H -3.176 2.538 1.274
H -2.051 2.645 2.637
H -3.629 -1.133 1.932
H -2.509 -1.030 3.293
H -4.032 -0.105 3.326

Charge: -1
Multiplicity: 1
HOMO energy in eV: -3.60

Need the Löwdin charges? In units of e they are: C -0.042; C -0.272; H 0.065; H 0.030; H 0.096; C -0.147; C -0.130; H 0.107; H 0.057; H 0.064; H 0.057; Ba 1.632; Cl -0.356; Cl -0.261; H 0.090; H 0.090; C -0.019; C -0.078; N -0.209; H 0.092; C -0.332; O -0.296; H 0.105; H 0.087; H 0.094; H 0.092; H 0.095; H 0.091; C -0.032; C -0.059; N -0.187; H 0.031; C -0.379; O -0.212; H 0.089; H 0.139; H 0.091; H 0.086; O -0.519; C -0.480; C -0.027; C -0.177; H 0.098; C -0.102; H 0.070; C -0.031; H 0.089; C -0.119; C -0.100; H 0.124; H 0.085; H 0.089; Si 0.068; Cl 0.294; C -0.221; C -0.234; C -0.233; H 0.037; H 0.032; H 0.025; H 0.025; H 0.029; H 0.027; H -0.052; H 0.033; H 0.033; C 0.004; C -0.494; C 0.008; O -0.275; H 0.055; H 0.107; H 0.109; H 0.099; H 0.095; H 0.062

***

Listing molar mass for the structures above in their given order: 528.44; 520.43; 682.37 g/mol.
Listing max |F| for the structures above in their given order: 4.94; 3.21; 4.22 eV Å⁻¹.